Computed, not measured: a molecular structure, C44H36N7O2PTi, with ωB97M-V with the def2-TZVPD basis set.

Geometry as XYZ:
```
91
Properties=species:S:1:pos:R:3:forces:R:3
C -0.476018 3.546524 -5.163638 0.0146 0.0038 0.0288
C -3.196133 0.553275 1.647671 0.1171 -0.0564 -0.0184
C 2.930138 -0.804059 1.616765 0.1267 -0.1074 0.2617
H -3.053223 1.137384 -0.402452 -0.0101 0.0022 0.0079
C -0.999224 1.448047 -3.437011 0.0590 0.1287 0.0234
C -5.735479 1.677179 1.598747 -0.0247 0.0012 0.0054
H 5.739177 0.519745 0.878877 0.0145 0.0131 -0.0061
H 0.145520 -2.246053 0.612238 -0.1056 -0.0497 -0.0713
C 3.910447 1.362484 -1.076227 0.1556 0.1071 0.0235
C -4.958136 1.672297 0.450641 -0.0337 0.0229 -0.0354
C 4.281739 -0.634224 1.945851 -0.0965 -0.0879 0.1329
O 1.572763 2.351077 0.558083 0.2853 -0.0092 0.1472
Ti 0.855178 0.867151 -0.531581 -0.8777 0.1531 0.2036
C -0.331995 -3.510100 -4.076954 -0.0744 0.0178 0.0265
C 3.005731 -0.013411 -2.900153 0.0741 -0.0394 -0.1419
H 1.042865 -1.630432 2.258321 0.0745 0.0467 0.0684
C 3.789290 0.418710 0.073129 0.0022 -0.0704 0.2010
H -3.582829 0.174352 3.729817 0.0112 0.0085 0.0028
C -1.951455 -4.745567 1.502562 -0.0380 -0.0019 0.0286
C -1.166842 2.439154 -5.621201 -0.0230 -0.0174 -0.0527
H 1.465116 5.658566 -1.526603 0.0065 0.0060 0.0138
C -0.722682 -2.739096 1.036424 0.0117 0.0308 -0.1917
N -0.722749 0.394849 0.367922 0.1971 -0.5872 -0.0041
C 0.999272 4.800689 -1.992720 -0.0379 -0.0249 0.0825
C 1.417305 3.587477 0.146178 0.1349 0.3771 -0.0923
H 3.795504 2.376555 -0.679388 0.0420 -0.0602 -0.0304
C 0.743342 1.568293 4.454055 0.0541 0.0586 0.0227
H -2.030050 -5.824046 1.480558 -0.0066 -0.0341 -0.0014
C -0.293352 -0.331021 5.498546 -0.0181 -0.0270 0.0248
N 0.246770 2.513142 -1.683826 0.1854 -0.0472 0.0113
C 4.000032 -1.880350 3.928107 0.1301 0.0433 -0.0176
C 2.645667 -2.045177 3.620383 -0.1169 -0.0001 -0.0608
C -2.897451 -2.599962 2.033692 -0.0996 0.0958 0.0506
C -1.642543 -3.672465 -3.663456 0.1107 -0.0685 -0.1431
C 0.553873 0.765845 5.568425 0.0108 0.0025 0.0289
H -5.331942 2.116281 -0.462403 -0.0114 0.0059 -0.0116
H 1.410304 2.419040 4.497586 0.0130 0.0163 -0.0013
H 5.890520 -1.028226 3.337907 0.0295 -0.0004 0.0146
H 0.103101 -4.139596 -4.840514 0.0048 -0.0305 -0.0221
H -1.513155 2.401328 -6.645556 -0.0105 -0.0061 -0.0248
H 1.070585 0.990748 6.492346 0.0133 0.0005 0.0180
H 2.612771 1.963133 -2.528365 -0.1363 0.0091 0.0866
H 2.010878 -2.588339 4.306871 -0.0235 -0.0118 0.0144
H 4.901169 1.280802 -1.547523 -0.0804 0.0064 0.0414
C -0.240753 2.532089 -2.968266 -0.2478 -0.0644 -0.2567
H 0.789130 5.654283 -3.958367 0.0118 0.0229 -0.0137
C 0.632673 4.795343 -3.320158 0.0298 0.0521 0.0654
H 3.910200 -0.568213 -2.627372 -0.0688 0.0150 0.0154
H 2.300432 -2.280391 -4.411275 0.0108 0.0045 -0.0184
H 0.270988 1.882548 2.385158 0.0045 0.0119 0.0247
C 0.088838 1.279761 3.267189 0.0184 0.0664 -0.0812
H -1.254826 0.665518 -2.737704 0.0062 0.0446 -0.0072
C -0.763571 0.183575 3.193213 -0.0790 -0.0945 -0.0785
H -1.933301 -1.138886 -1.387693 -0.0281 0.0041 0.1240
H 3.140120 0.333124 -3.933254 0.0387 -0.0644 0.1003
C 0.811414 3.671814 -1.203574 0.2795 0.3748 0.0237
H -1.588391 -1.498709 4.258669 -0.0060 -0.0024 -0.0123
C 2.092764 -1.516433 2.470228 0.1065 0.0032 0.0801
C -2.995175 -3.982299 2.005498 0.0008 -0.0993 0.0201
N 1.654977 -1.983189 -3.702114 0.0501 0.3596 0.2384
C -3.689748 1.114636 0.475101 0.0594 0.0096 -0.0526
C -0.813551 -4.120602 1.015495 0.0158 -0.0190 -0.0508
H -3.890652 -4.463240 2.375934 -0.0202 -0.0210 0.0017
H -2.242806 -4.455559 -4.106165 0.0035 -0.0276 -0.0095
O 1.807590 4.562936 0.773488 -0.0675 -0.0603 -0.0911
H -2.030353 0.544963 -5.076175 -0.0145 -0.0275 -0.0151
C -1.446281 1.394771 -4.745562 -0.0170 -0.0272 -0.0128
P -1.521930 -0.149287 1.572422 -0.1610 0.0776 0.1066
N 0.775313 -0.722020 -2.091400 0.5581 0.0656 -0.5440
N 4.810559 0.141191 0.929703 -0.3630 0.0252 -0.2230
H -3.257740 -2.976141 -2.437099 -0.0055 0.0142 -0.0011
C -1.501988 -1.810287 -2.114019 0.1012 -0.1781 0.0434
H -0.004295 -4.706240 0.599373 0.0182 -0.0201 0.0047
C 4.846297 -1.170431 3.096601 -0.0581 -0.0046 -0.0201
C -5.240484 1.132665 2.775755 -0.0656 0.0195 0.0070
C -0.949719 -0.624267 4.313151 -0.0392 -0.0519 -0.0411
C -1.756398 -1.965076 1.554846 0.0032 0.1495 0.0117
C -0.019927 3.634369 -3.841840 -0.0694 -0.1317 -0.0436
C 0.382683 -2.478890 -3.481488 -0.2428 -0.0440 0.0201
C -3.972830 0.575673 2.801466 0.0509 -0.0430 0.0821
C 1.814601 -0.915374 -2.867139 -0.2829 -0.2274 0.0801
H -0.289647 4.382969 -5.826967 0.0025 0.0233 -0.0179
H -0.437175 -0.963345 6.365087 -0.0044 -0.0131 0.0160
C -2.221675 -2.827968 -2.711235 -0.0073 0.1280 0.1508
N 2.811282 1.120539 -2.000452 0.0485 0.0088 0.0668
H -5.838337 1.152325 3.677092 -0.0176 0.0043 0.0189
N 2.656133 -0.141276 0.428228 0.4354 0.1575 -0.2791
H -3.725895 -2.016639 2.418818 0.0330 -0.0053 -0.0230
H 4.389914 -2.308374 4.841511 0.0183 -0.0024 0.0126
H -6.723548 2.117960 1.581473 -0.0143 0.0100 0.0028
C -0.168707 -1.661921 -2.488313 -0.0791 -0.2424 -0.0695
```
Positions in Å, forces in eV/Å.

Values from the calculation:
Multiplicity: 3
LUMO level (alpha / beta): 0.02 / 0.02 eV
Energy above the lowest of the compared OMol25 structures with the same formula, charge and spin: 0.307 eV
Expectation value of S²: 2.026
HOMO-LUMO gap (alpha / beta): 4.475 / 7.409 eV
Total charge: 0
Electronic energy: -3423.12389 a.u.
HOMO level (alpha / beta): -4.5 / -7.4 eV